Record 1
DFT (wB97M-V/def2-TZVPD) results for a cluster of 2 separate species, C4H11N3O2 in total at a distorted geometry.

Cartesian coordinates (Å):
C  -1.156  -0.189  -3.511
C  -0.513  1.015  -1.419
N  -0.598  2.318  -1.032
N  -1.575  0.751  -2.460
N  0.264  0.196  -0.873
H  -1.186  2.903  -1.579
H  0.088  2.755  -0.448
H  -2.336  0.380  -1.897
H  0.150  -0.793  -0.749
H  -0.481  -2.291  1.933
H  -2.093  -0.751  -3.741
H  -0.403  -0.857  -3.088
H  -0.735  0.412  -4.293
C  1.314  0.365  2.677
C  1.023  -1.131  2.441
O  1.756  -2.044  2.656
O  -0.206  -1.342  1.814
H  0.591  0.870  3.339
H  0.842  0.814  1.782
H  2.371  0.641  2.547

Calculated values
multiplicity: 1
energy relative to the best compared isomer or geometry (same formula, charge and spin): 184.8 kJ/mol
calculated total energy: -12890.91489 eV
SMILES: [H]/N=C(/N)NC.CC(=O)O
gap between HOMO and LUMO: 9.6 eV
E_HOMO: -8.95 eV

Record 2
DFT (wB97M-V/def2-TZVPD) results for a structure of composition C7H8Cl4F9NaO9S3 at a distorted geometry.

Cartesian coordinates (Å):
Na  0.397  0.666  -1.170
C  -3.098  6.591  -1.257
F  -3.624  7.362  -0.334
F  -4.014  5.810  -1.782
F  -2.589  7.335  -2.241
S  -1.748  5.598  -0.337
O  -1.384  4.383  -1.074
O  -0.643  6.591  -0.112
O  -2.275  5.223  0.982
C  -3.223  -2.177  3.494
F  -2.162  -2.076  4.306
F  -3.093  -3.163  2.597
F  -4.325  -2.406  4.235
S  -3.409  -0.603  2.346
O  -4.637  -0.737  1.482
O  -3.486  0.555  3.225
O  -2.199  -0.633  1.528
C  3.666  2.259  4.624
F  4.869  2.431  3.945
F  3.465  0.859  4.840
F  3.735  2.845  5.849
S  2.253  2.904  3.436
O  2.311  2.088  2.230
O  0.920  2.694  4.062
O  2.479  4.315  3.098
Cl  -3.283  -5.567  -5.050
C  -3.939  -4.570  -3.717
C  -2.870  -4.149  -2.664
Cl  -2.094  -2.690  -3.385
H  -4.686  -5.183  -3.211
H  -4.441  -3.674  -4.082
H  -2.151  -4.950  -2.487
H  -3.335  -3.830  -1.732
Cl  7.797  -4.039  -3.695
C  6.166  -3.348  -3.418
C  6.011  -2.622  -2.014
Cl  4.312  -2.201  -1.613
H  5.497  -4.207  -3.472
H  5.854  -2.672  -4.214
H  6.584  -1.696  -1.957
H  6.390  -3.315  -1.262

Calculated values
multiplicity: 1
energy relative to the best compared isomer or geometry (same formula, charge and spin): 472.7 kJ/mol
calculated total energy: -137286.63300 eV
gap between HOMO and LUMO: 5.1 eV
E_HOMO: -3.28 eV
net charge: -2

Record 3
DFT (wB97M-V/def2-TZVPD) results for a structure of composition C8H18B3Br13NO3 at a distorted geometry.

Cartesian coordinates (Å):
C  2.751  0.440  1.045
C  1.610  1.467  0.984
B  0.260  0.948  1.637
O  0.090  1.158  3.048
B  -0.993  0.231  0.745
Br  -0.217  -0.897  -0.836
C  -1.896  -0.801  1.645
C  -3.182  -1.310  1.015
O  -4.323  -0.522  1.419
B  -1.805  1.566  0.079
N  -2.963  2.252  0.702
O  -1.386  2.148  -1.129
H  3.096  0.345  2.069
H  3.568  0.770  0.412
H  2.428  -0.534  0.694
H  1.952  2.372  1.478
H  1.395  1.691  -0.056
H  -0.341  2.021  3.160
H  -1.281  -1.682  1.828
H  -2.162  -0.407  2.621
H  -3.388  -2.314  1.375
H  -3.124  -1.339  -0.070
H  -4.468  0.133  0.719
H  -3.348  2.878  -0.003
H  -2.634  2.861  1.446
H  -1.236  1.468  -1.802
C  2.562  -2.244  -2.860
Br  1.180  -3.057  -3.927
Br  2.814  -3.171  -1.200
Br  4.210  -2.084  -3.853
H  2.229  -1.245  -2.613
C  3.717  4.296  4.483
Br  5.515  3.636  4.255
Br  3.456  5.961  3.542
Br  2.409  2.981  3.977
H  3.588  4.505  5.534
C  5.364  -3.123  -8.076
Br  4.256  -1.605  -7.670
Br  7.044  -3.040  -7.136
Br  4.443  -4.779  -7.730
H  5.584  -3.092  -9.131
C  -7.249  -1.710  1.657
Br  -7.731  -2.559  3.320
Br  -6.865  -3.002  0.288
Br  -8.598  -0.453  1.089
H  -6.330  -1.157  1.822

Calculated values
multiplicity: 1
calculated total energy: -928806.24734 eV
gap between HOMO and LUMO: 5.8 eV
E_HOMO: -4.39 eV
net charge: -1

Record 4
DFT (wB97M-V/def2-TZVPD) results for a cluster of 13 separate species, C41H87N5O22S3 in total at a distorted geometry.

Cartesian coordinates (Å):
C  0.674  -6.087  -0.659
C  0.614  -4.677  -0.118
O  0.458  -3.718  -0.873
N  0.540  -4.583  1.224
C  0.185  -3.341  1.905
H  1.234  -6.128  -1.591
H  -0.302  -6.556  -0.710
H  1.338  -6.638  0.021
H  0.940  -5.325  1.770
H  -0.803  -3.052  1.542
H  0.841  -2.522  1.608
H  0.193  -3.532  2.971
C  4.549  -1.945  -2.340
C  4.925  -2.774  -3.552
O  5.469  -3.855  -3.439
N  4.481  -2.263  -4.732
C  4.566  -2.959  -6.003
H  5.394  -1.811  -1.673
H  3.668  -2.389  -1.874
H  4.199  -0.948  -2.628
H  4.102  -1.327  -4.736
H  4.764  -4.017  -5.867
H  5.281  -2.534  -6.710
H  3.575  -2.796  -6.439
C  -1.333  -0.023  1.362
C  -0.250  0.389  0.384
O  0.264  1.494  0.515
N  0.049  -0.464  -0.624
C  1.078  -0.140  -1.602
H  -1.876  0.866  1.649
H  -0.887  -0.682  2.110
H  -2.063  -0.698  0.896
H  -0.228  -1.433  -0.565
H  0.682  -0.412  -2.587
H  1.973  -0.753  -1.495
H  1.325  0.915  -1.663
C  3.094  2.515  -6.165
C  2.615  1.147  -5.726
O  3.320  0.490  -4.973
N  1.453  0.691  -6.241
C  1.009  -0.676  -5.972
H  2.475  2.893  -6.988
H  4.066  2.442  -6.646
H  2.996  3.212  -5.337
H  0.946  1.209  -6.934
H  0.996  -0.787  -4.887
H  1.631  -1.406  -6.485
H  -0.031  -0.777  -6.279
C  -5.277  -2.090  1.091
C  -4.225  -3.190  1.160
O  -3.398  -3.203  2.046
N  -4.245  -4.056  0.119
C  -3.329  -5.163  -0.062
H  -5.933  -2.057  0.219
H  -4.809  -1.112  1.188
H  -5.951  -2.275  1.931
H  -5.115  -4.038  -0.384
H  -3.214  -5.688  0.887
H  -2.345  -4.800  -0.368
H  -3.684  -5.842  -0.832
C  -5.352  1.786  -1.631
C  -4.024  0.996  -1.746
O  -3.097  1.596  -0.840
S  -3.890  2.449  0.308
O  -3.125  3.586  0.689
O  -4.424  1.589  1.323
O  -5.074  2.836  -0.740
H  -6.164  1.119  -1.348
H  -5.584  2.217  -2.603
H  -3.650  0.943  -2.763
H  -4.165  -0.016  -1.362
C  -4.056  1.785  5.449
C  -3.073  2.298  4.384
O  -2.397  3.438  4.924
S  -3.379  4.139  5.991
O  -4.372  4.929  5.318
O  -2.617  4.747  7.036
O  -3.997  2.734  6.523
H  -3.775  0.809  5.829
H  -5.086  1.837  5.096
H  -3.618  2.581  3.484
H  -2.379  1.518  4.079
C  -0.663  3.621  -1.986
C  -0.850  2.742  -3.240
O  0.084  3.253  -4.186
S  0.212  4.849  -4.000
O  -0.905  5.487  -4.638
O  1.520  5.309  -4.324
O  -0.010  4.816  -2.379
H  -0.154  3.123  -1.160
H  -1.670  3.847  -1.628
H  -1.885  2.781  -3.573
H  -0.531  1.724  -3.040
C  2.243  5.171  3.211
C  1.677  3.829  2.826
C  0.189  4.150  2.506
O  -0.035  5.438  3.087
C  1.032  5.733  3.970
H  2.439  5.870  2.397
H  3.154  5.166  3.813
H  1.746  3.137  3.666
H  2.201  3.398  1.970
H  -0.390  3.329  2.941
H  -0.059  4.239  1.450
H  0.862  5.284  4.955
H  1.065  6.821  4.055
C  -0.738  -1.630  6.837
C  -1.275  -2.813  6.032
C  -2.114  -2.217  4.875
O  -2.312  -0.849  5.252
C  -1.208  -0.406  6.023
H  0.344  -1.551  6.934
H  -1.230  -1.542  7.802
H  -1.870  -3.458  6.680
H  -0.451  -3.455  5.708
H  -3.131  -2.603  4.859
H  -1.610  -2.263  3.908
H  -1.540  0.348  6.740
H  -0.447  0.062  5.390
C  4.130  2.064  -1.622
C  3.337  3.287  -2.069
C  4.407  4.329  -2.398
O  5.669  3.737  -2.151
C  5.517  2.323  -2.248
H  3.692  1.176  -2.090
H  4.161  1.808  -0.565
H  2.705  3.601  -1.234
H  2.681  3.094  -2.918
H  4.306  5.249  -1.820
H  4.323  4.640  -3.447
H  6.313  1.861  -1.665
H  5.577  1.984  -3.287
C  3.270  -0.536  5.289
C  3.415  0.420  4.125
C  2.574  -0.274  3.047
O  2.860  -1.647  3.207
C  2.828  -1.868  4.626
H  2.553  -0.317  6.083
H  4.206  -0.685  5.830
H  4.443  0.444  3.773
H  2.952  1.396  4.273
H  2.809  0.085  2.042
H  1.494  -0.072  3.149
H  3.541  -2.662  4.846
H  1.809  -2.185  4.872
C  -2.104  -3.985  -3.211
C  -2.595  -3.839  -4.647
C  -3.732  -2.840  -4.412
O  -3.273  -1.973  -3.356
C  -2.102  -2.548  -2.750
H  -1.141  -4.490  -3.152
H  -2.838  -4.555  -2.641
H  -3.088  -4.755  -4.980
H  -1.859  -3.476  -5.360
H  -4.596  -3.366  -3.997
H  -3.964  -2.319  -5.340
H  -2.110  -2.492  -1.660
H  -1.233  -1.992  -3.111

Calculated values
multiplicity: 1
energy relative to the best compared isomer or geometry (same formula, charge and spin): 0.0 kJ/mol
calculated total energy: -128926.48532 eV
gap between HOMO and LUMO: 8.9 eV
E_HOMO: -9.01 eV

Record 5
DFT (wB97M-V/def2-TZVPD) results for a structure of composition C2H5Br2NO2S at a distorted geometry.

Cartesian coordinates (Å):
C  -2.791  0.428  -0.365
C  2.316  0.080  0.693
N  -1.761  1.106  -0.162
O  1.326  -1.028  -1.480
O  0.268  -1.396  0.770
S  0.818  -0.306  -0.346
Br  3.770  -1.069  0.273
Br  2.575  1.882  0.067
H  -3.502  0.553  -1.183
H  -0.538  -1.820  0.479
H  -3.006  -0.382  0.321
H  2.117  0.094  1.761
H  -1.595  1.857  -0.828

Calculated values
multiplicity: 1
energy relative to the best compared isomer or geometry (same formula, charge and spin): 0.0 kJ/mol
calculated total energy: -158658.19796 eV
gap between HOMO and LUMO: 10.0 eV
E_HOMO: -9.57 eV

Record 6
DFT (wB97M-V/def2-TZVPD) results for a cluster of 10 separate species, C4H27NO9 in total at a distorted geometry.

Cartesian coordinates (Å):
C  -1.182  2.314  0.834
C  -1.209  1.079  0.306
N  -1.368  0.874  -1.061
C  -0.707  -0.279  -1.664
C  0.780  -0.121  -1.816
H  -1.258  2.517  1.903
H  -1.069  3.173  0.191
H  -0.997  0.213  0.915
H  -1.167  1.657  -1.611
H  -0.904  -1.232  -1.161
H  -1.187  -0.487  -2.617
H  1.172  0.766  -2.293
H  1.385  -0.332  -0.930
H  1.249  -0.737  -2.566
H  2.526  -2.345  -1.243
H  1.411  -3.405  -0.914
O  1.776  -2.846  -1.648
H  -4.316  -0.762  2.055
H  -3.538  -0.329  0.895
O  -3.514  -1.014  1.572
H  0.980  3.597  -2.843
H  1.756  2.756  -1.840
O  1.005  3.345  -1.915
H  3.771  -0.497  1.102
H  3.103  -1.952  1.190
O  3.700  -1.385  0.643
H  3.064  1.634  -0.781
H  4.001  1.911  -2.114
O  3.089  1.680  -1.770
H  1.855  0.838  0.586
H  2.269  2.125  1.252
O  2.611  1.335  0.848
H  -0.390  -3.302  2.545
H  0.277  -2.100  1.827
O  0.238  -3.101  1.859
H  -2.424  -2.021  2.616
H  -2.442  -3.365  1.982
O  -2.169  -2.957  2.774
H  -3.681  2.357  0.731
H  -3.538  1.268  -0.280
O  -4.139  1.516  0.456

Calculated values
multiplicity: 1
energy relative to the best compared isomer or geometry (same formula, charge and spin): 275.2 kJ/mol
calculated total energy: -24502.77156 eV
SMILES: C=CNCC.O.O.O.O.O.O.O.O.O
gap between HOMO and LUMO: 8.8 eV
E_HOMO: -8.69 eV

Record 7
DFT (wB97M-V/def2-TZVPD) results for a cluster of 8 separate species, C10H36N2O8 in total at a distorted geometry.

Cartesian coordinates (Å):
C  -0.538  0.066  3.311
C  0.357  -1.196  3.406
O  0.304  -1.896  2.192
H  -0.471  0.920  3.996
H  -1.571  -0.187  3.285
H  -0.458  0.625  2.353
H  0.024  -1.884  4.145
H  1.363  -0.851  3.604
H  0.744  -1.471  1.416
C  2.349  -3.338  -3.380
C  1.700  -2.097  -2.994
O  1.115  -2.211  -1.704
H  1.797  -4.174  -3.297
H  3.103  -3.556  -2.625
H  2.897  -3.213  -4.369
H  0.887  -1.866  -3.705
H  2.438  -1.316  -2.991
H  0.380  -2.832  -1.823
C  -2.233  2.851  -0.647
O  -1.078  2.797  -1.404
N  -2.904  3.956  -0.549
N  -2.712  2.040  0.286
H  -2.704  4.597  -1.338
H  -3.807  4.088  -0.025
H  -2.243  1.137  0.414
H  -3.472  2.243  0.965
C  -2.460  -1.241  -0.437
O  -1.842  -0.847  0.826
H  -3.091  -2.200  -0.504
H  -1.690  -1.369  -1.176
H  -3.088  -0.359  -0.717
H  -1.199  -1.451  1.028
C  0.706  1.372  -3.578
O  -0.307  0.714  -2.877
H  0.431  1.411  -4.636
H  1.676  0.818  -3.489
H  0.833  2.366  -3.176
H  -0.482  1.205  -2.045
C  1.104  0.824  0.089
O  1.665  -0.396  0.522
H  1.180  1.437  0.997
H  0.049  0.607  -0.169
H  1.494  1.223  -0.871
H  1.651  -1.069  -0.158
C  -1.453  4.662  2.652
O  -0.867  3.436  2.664
H  -2.328  4.723  3.307
H  -1.721  4.885  1.596
H  -0.651  5.358  2.930
H  -1.002  3.056  1.823
C  2.758  -3.526  0.897
O  2.491  -4.826  1.401
H  1.836  -3.095  0.536
H  3.402  -3.425  0.054
H  2.989  -2.765  1.675
H  2.662  -4.737  2.314

Calculated values
multiplicity: 1
energy relative to the best compared isomer or geometry (same formula, charge and spin): 231.8 kJ/mol
calculated total energy: -30309.91911 eV
SMILES: NC(N)=O.CCO.CCO.CO.CO.CO.CO.CO
gap between HOMO and LUMO: 9.7 eV
E_HOMO: -9.39 eV